(1)
{
  "formula": "C43H63ClF4O10S",
  "method": "wB97M-V/def2-TZVPD",
  "total_energy_ev": -100312.136,
  "lumo_ev": -1.20,
  "smiles": "C#CC1=C(Cl)C(=O)c2c(CCCS)c(C(F)(F)C(F)F)cc(CCCCOC)c2C1=O.CC(C)=O.CC(C)=O.CC(C)=O.CC(C)=O.CC(C)=O.CC(C)=O.CC(C)=O",
  "e_homo_ev": -9.06,
  "species": ["C", "C", "C", "C", "Cl", "C", "O", "C", "C", "C", "C", "C", "S", "C", "C", "F", "F", "C", "F", "F", "C", "C", "C", "C", "C", "C", "O", "C", "C", "C", "O", "H", "H", "H", "H", "H", "H", "H", "H", "H", "H", "H", "H", "H", "H", "H", "H", "H", "H", "H", "H", "H", "C", "C", "O", "C", "H", "H", "H", "H", "H", "H", "C", "C", "O", "C", "H", "H", "H", "H", "H", "H", "C", "C", "O", "C", "H", "H", "H", "H", "H", "H", "C", "C", "O", "C", "H", "H", "H", "H", "H", "H", "C", "C", "O", "C", "H", "H", "H", "H", "H", "H", "C", "C", "O", "C", "H", "H", "H", "H", "H", "H", "C", "C", "O", "C", "H", "H", "H", "H", "H", "H"],
  "coordinates": [[-1.247665, 2.845894, 6.031174], [-2.168043, 2.469479, 5.365332], [-2.999779, 1.660345, 4.562242], [-4.099765, 1.037020, 5.002841], [-4.646582, 1.199244, 6.619913], [-4.894654, 0.179944, 4.074708], [-6.099633, 0.168401, 4.121430], [-4.065362, -0.581383, 3.094153], [-4.394696, -1.874451, 2.681279], [-5.616329, -2.555120, 3.272826], [-6.864260, -2.390025, 2.368227], [-7.620874, -3.688101, 2.044638], [-7.952423, -4.753431, 3.469498], [-3.571579, -2.500541, 1.741397], [-3.760459, -3.885418, 1.144586], [-3.962277, -3.721480, -0.194167], [-4.754588, -4.605983, 1.684610], [-2.465329, -4.757420, 1.295121], [-1.806850, -4.409613, 2.427129], [-1.662493, -4.638125, 0.215546], [-2.479438, -1.812553, 1.246891], [-2.129792, -0.537092, 1.644071], [-0.921278, 0.189605, 1.073451], [-0.004158, -0.671661, 0.201427], [-0.526510, -0.791698, -1.246943], [-0.510129, -2.234564, -1.790655], [0.133870, -2.328883, -3.050415], [-0.728129, -2.840606, -4.050491], [-2.939111, 0.078456, 2.601206], [-2.629372, 1.448888, 3.122059], [-2.150090, 2.332664, 2.462619], [-0.410405, 3.220952, 6.562138], [-5.436657, -3.587808, 3.536562], [-5.854188, -2.068942, 4.210082], [-6.612077, -1.875000, 1.442043], [-7.568748, -1.745610, 2.890110], [-8.583820, -3.393548, 1.634264], [-7.105335, -4.225309, 1.254137], [-8.090201, -3.846904, 4.450105], [-2.742265, -5.810193, 1.416722], [-1.861764, -2.294442, 0.506919], [-1.249786, 1.083266, 0.552121], [-0.367825, 0.554417, 1.940254], [0.970410, -0.195523, 0.173958], [0.061470, -1.647188, 0.676849], [-1.540205, -0.397212, -1.299678], [0.109935, -0.201120, -1.900393], [-1.541699, -2.584462, -1.881430], [-0.036987, -2.886874, -1.055804], [-0.119533, -3.035347, -4.928613], [-1.521219, -2.127250, -4.282488], [-1.181105, -3.785111, -3.742111], [-4.108762, -9.712855, 2.863825], [-4.346619, -8.264287, 2.518157], [-3.419099, -7.521676, 2.276196], [-5.779246, -7.800973, 2.491662], [-3.040929, -9.919083, 2.849162], [-4.498340, -9.927029, 3.860033], [-4.605008, -10.355849, 2.135506], [-6.234340, -7.939852, 3.472959], [-6.339447, -8.371929, 1.749119], [-5.821760, -6.748506, 2.233621], [-5.913400, 4.180651, 6.802066], [-6.651105, 5.007445, 7.827039], [-6.139789, 5.319439, 8.876905], [-8.060739, 5.426740, 7.481075], [-4.919342, 3.950580, 7.172871], [-6.450612, 3.252196, 6.618342], [-5.822938, 4.740289, 5.868821], [-8.684837, 4.545753, 7.323370], [-8.057974, 6.034491, 6.574982], [-8.474791, 6.012179, 8.298969], [2.713654, -0.934875, -4.307397], [3.281016, -1.020581, -5.701219], [2.780190, -0.424858, -6.630239], [4.504494, -1.883433, -5.892381], [1.840423, -0.287009, -4.309743], [2.412670, -1.923953, -3.963328], [3.459792, -0.521675, -3.625700], [4.283704, -2.915015, -5.613587], [5.324992, -1.509010, -5.278324], [4.807660, -1.856664, -6.936137], [7.443892, 0.740218, -9.009992], [6.547260, -0.471858, -9.094006], [6.787430, -1.479806, -8.470998], [5.336442, -0.366898, -9.987748], [8.271730, 0.531526, -8.335922], [7.841585, 0.980202, -9.997216], [6.881508, 1.594034, -8.629050], [5.646828, -0.172830, -11.015927], [4.688182, 0.440888, -9.644970], [4.780932, -1.301120, -9.955373], [4.820871, -0.569843, 2.274718], [4.138999, 0.336627, 1.277459], [3.520341, -0.112744, 0.339154], [4.262780, 1.822427, 1.500387], [4.652440, -1.607844, 1.995853], [5.894147, -0.374203, 2.284038], [4.413862, -0.399619, 3.272574], [5.312849, 2.118546, 1.474583], [3.833427, 2.094283, 2.466022], [3.729340, 2.354604, 0.718171], [5.769394, 5.349614, -1.497701], [4.493152, 4.605326, -1.192339], [3.974789, 4.654093, -0.099294], [3.884885, 3.790918, -2.310776], [6.101051, 5.890222, -0.620281], [6.547420, 4.644396, -1.792878], [5.596962, 6.060619, -2.306073], [4.587714, 3.023210, -2.638704], [3.638227, 4.438891, -3.153255], [2.975524, 3.308735, -1.957658], [9.736092, 7.736777, -3.006854], [8.386657, 7.857854, -2.341226], [8.011431, 7.054686, -1.519039], [7.524629, 9.028306, -2.749391], [10.249774, 6.857441, -2.625121], [9.613473, 7.635835, -4.086380], [10.338575, 8.620727, -2.792842], [7.310728, 8.980365, -3.818356], [8.035919, 9.965461, -2.525134], [6.586959, 8.997130, -2.198635]],
  "atomic_forces_ev_per_a": [[0.15, 0.41, 0.02], [0.41, -0.41, -0.01], [-0.57, -0.08, -0.05], [0.29, 0.19, 0.31], [-0.03, -0.30, -0.21], [-0.06, 0.00, -0.06], [-0.07, -0.12, 0.09], [0.17, 0.07, -0.10], [-0.62, -0.72, 0.35], [-0.14, 0.56, -0.14], [-0.18, -0.48, 0.50], [-0.20, 1.10, -0.17], [0.18, -0.62, 0.04], [-0.39, 0.39, 0.28], [1.83, 0.70, 0.15], [-0.62, -0.35, -0.03], [-0.41, -0.03, -0.26], [-0.92, -1.12, 0.25], [0.28, 0.32, -0.13], [0.30, 0.39, 0.13], [0.28, -0.05, -0.34], [0.05, 0.73, -0.22], [0.12, -0.47, 0.43], [-0.73, 0.63, -0.13], [0.27, -0.54, 0.17], [-0.39, 0.42, 0.22], [-0.24, -0.23, 0.12], [0.30, -0.05, 0.10], [0.05, -0.11, -0.20], [-0.32, -0.19, -0.05], [0.21, 0.08, 0.04], [0.02, 0.12, 0.19], [0.15, -0.20, -0.26], [0.08, 0.00, 0.17], [0.04, -0.07, -0.12], [0.02, 0.20, 0.01], [-0.08, -0.04, -0.13], [0.07, -0.52, 0.29], [0.01, 0.22, -0.30], [-0.06, 0.28, -0.21], [0.03, -0.10, -0.07], [-0.03, 0.07, -0.14], [0.17, 0.11, -0.03], [0.23, -0.24, 0.16], [0.42, -0.15, -0.04], [-0.06, 0.12, -0.12], [-0.06, 0.14, -0.11], [-0.03, -0.11, -0.04], [0.32, -0.16, -0.18], [-0.01, 0.12, -0.16], [-0.06, 0.04, -0.12], [-0.05, -0.07, 0.06], [0.26, 0.07, -0.02], [0.10, -0.08, 0.02], [-0.19, -0.17, 0.06], [0.16, 0.20, -0.10], [-0.01, 0.01, 0.00], [-0.13, -0.07, -0.06], [-0.12, -0.03, 0.10], [-0.08, -0.11, -0.04], [-0.06, -0.10, 0.12], [0.00, 0.07, 0.01], [0.07, 0.28, 0.21], [0.03, 0.04, 0.02], [-0.02, -0.01, -0.01], [0.02, 0.10, 0.23], [0.02, 0.02, 0.02], [-0.09, 0.05, -0.16], [-0.11, -0.09, -0.07], [0.01, 0.02, -0.16], [-0.05, -0.12, -0.09], [0.02, -0.01, 0.00], [-0.07, 0.20, -0.24], [-0.01, 0.04, 0.02], [0.03, 0.00, -0.01], [-0.09, 0.11, -0.29], [-0.02, -0.03, 0.00], [0.09, 0.02, 0.15], [0.03, -0.17, 0.07], [0.07, 0.02, 0.16], [-0.01, -0.13, 0.11], [0.04, -0.03, 0.02], [0.13, -0.15, 0.16], [-0.05, -0.04, -0.01], [0.04, 0.02, 0.01], [-0.02, -0.21, 0.08], [-0.01, -0.02, 0.00], [-0.10, 0.12, -0.02], [-0.02, 0.06, -0.14], [-0.03, 0.15, 0.02], [0.03, 0.07, -0.09], [0.00, 0.01, 0.02], [-0.11, -0.19, -0.17], [0.00, 0.05, 0.00], [-0.01, -0.03, -0.02], [-0.17, -0.12, -0.24], [-0.01, 0.01, -0.01], [-0.01, 0.08, 0.14], [0.13, 0.09, 0.04], [0.00, 0.03, 0.17], [0.15, 0.03, 0.07], [0.00, 0.04, 0.03], [-0.37, -0.19, 0.28], [0.00, 0.02, -0.02], [0.01, 0.02, -0.03], [-0.17, -0.05, 0.21], [0.00, 0.02, 0.03], [0.02, 0.07, -0.16], [0.10, -0.08, -0.10], [0.03, 0.08, -0.13], [0.12, -0.05, -0.08], [0.01, 0.00, 0.00], [-0.01, -0.21, 0.14], [0.02, -0.02, 0.04], [0.23, 0.18, -0.06], [-0.15, -0.12, 0.17], [-0.01, 0.00, 0.01], [0.04, 0.15, -0.02], [-0.03, 0.06, -0.14], [0.11, 0.11, -0.03], [0.03, 0.02, -0.15], [0.01, -0.01, 0.01]]
}


(2)
{
  "formula": "C5H9N",
  "method": "wB97M-V/def2-TZVPD",
  "total_energy_ev": -6818.747,
  "lumo_ev": 1.33,
  "smiles": "C1CC1N1CC1",
  "relative_energy_kj_mol": 216.9,
  "e_homo_ev": -9.10,
  "species": ["C", "C", "C", "N", "C", "C", "H", "H", "H", "H", "H", "H", "H", "H", "H"],
  "coordinates": [[1.622054, -0.943151, -0.275972], [1.121783, -0.190376, -1.484936], [0.659662, 0.199188, -0.111062], [-0.656914, -0.259438, 0.245574], [-1.801763, 0.642825, 0.183616], [-1.258282, 0.188963, 1.493394], [1.183148, -1.926714, -0.100916], [2.648438, -0.801222, 0.050747], [1.818325, 0.473179, -1.993419], [0.393193, -0.688159, -2.123585], [1.038388, 1.139165, 0.322058], [-1.617198, 1.675523, -0.149180], [-2.703237, 0.193823, -0.237404], [-1.687347, -0.642006, 2.060598], [-0.770428, 0.943633, 2.124972]],
  "atomic_forces_ev_per_a": [[0.09, 0.00, 0.09], [0.04, 0.05, -0.07], [-0.01, -0.12, 0.09], [-0.12, 0.50, 0.13], [0.02, -0.03, -0.48], [0.17, -0.26, 0.31], [0.25, 0.33, -0.02], [-0.15, -0.08, -0.16], [-0.19, -0.14, 0.09], [0.20, 0.14, 0.18], [-0.29, -0.34, -0.16], [-0.05, -0.40, 0.40], [0.19, 0.15, 0.19], [-0.24, 0.49, -0.16], [0.07, -0.29, -0.42]]
}


Which formula does entry 2 have? C5H9N